Model P:
Below is 10 unconnected molecules or ions with the total composition C20H60O10, with properties calculated with ωB97M-V with the def2-TZVPD basis set.

The geometry in XYZ format:
```
90
Properties=species:S:1:pos:R:3:mulliken_charge:R:1
C -1.156 -4.114 -0.854 -1.0271
C 0.016 -3.370 -1.394 0.5253
O 0.468 -4.042 -2.547 -0.6133
H -1.120 -5.192 -0.702 0.3873
H -1.976 -3.962 -1.557 0.2728
H -1.458 -3.748 0.128 0.1412
H 0.883 -3.378 -0.734 0.2616
H -0.176 -2.345 -1.714 -0.1961
H 1.247 -3.628 -2.924 0.3189
C 4.807 -0.659 -0.534 -0.9056
C 5.674 -1.904 -0.733 -0.4842
O 6.101 -2.295 0.547 -0.5603
H 5.350 0.230 -0.211 0.3174
H 4.076 -0.892 0.239 0.1425
H 4.240 -0.404 -1.430 0.5626
H 6.582 -1.580 -1.241 0.2905
H 5.139 -2.674 -1.289 0.3508
H 6.638 -3.088 0.478 0.2768
C -4.884 0.429 1.846 -0.5582
C -6.276 -0.118 1.401 -0.2963
O -6.068 -1.467 1.023 -0.5160
H -4.971 1.513 1.927 0.3365
H -4.060 0.291 1.146 -0.2475
H -4.629 -0.078 2.776 0.3860
H -6.557 0.468 0.525 0.2321
H -6.949 -0.040 2.255 0.3982
H -6.917 -1.904 0.918 0.2768
C -3.566 -0.536 -2.092 -0.0741
C -5.056 -0.184 -2.269 -0.2991
O -5.366 0.150 -3.611 -0.5567
H -3.198 -0.426 -1.072 -0.1556
H -2.973 0.134 -2.716 -0.1099
H -3.395 -1.560 -2.424 0.4301
H -5.371 0.615 -1.597 0.1723
H -5.596 -1.073 -1.943 0.2365
H -6.140 0.718 -3.602 0.3176
C 4.541 3.452 1.391 -1.0107
C 3.938 3.111 0.078 0.3536
O 4.483 3.830 -1.020 -0.5654
H 5.596 3.180 1.374 0.2634
H 4.099 2.958 2.256 0.2411
H 4.454 4.516 1.609 0.4002
H 2.865 3.285 0.151 0.2543
H 4.171 2.075 -0.169 -0.2356
H 3.975 4.643 -1.067 0.3222
C 0.384 -1.340 3.773 -0.5751
C -0.774 -2.183 3.335 -0.3466
O -1.588 -1.420 2.551 -0.5369
H 1.065 -1.950 4.366 0.4036
H 0.016 -0.546 4.423 0.3021
H 0.904 -0.868 2.939 -0.2159
H -1.316 -2.701 4.126 0.3362
H -0.432 -2.963 2.655 0.2745
H -2.231 -2.026 2.176 0.2178
C -0.893 -0.950 -4.563 -0.7932
C -1.242 0.362 -5.190 -0.2498
O 0.046 0.971 -5.458 -0.5509
H -0.350 -1.544 -5.298 0.4759
H -1.822 -1.485 -4.364 0.3259
H -0.283 -0.838 -3.668 0.0120
H -1.788 1.040 -4.533 0.2183
H -1.798 0.288 -6.124 0.3185
H -0.028 1.803 -5.931 0.2903
C 1.318 0.437 0.351 -0.9583
C -0.088 0.055 -0.081 0.2211
O -1.100 0.681 0.760 -0.4994
H 1.574 0.307 1.403 0.1012
H 1.545 1.453 0.028 0.1110
H 2.005 -0.189 -0.218 0.1516
H -0.207 -1.024 0.019 0.0142
H -0.347 0.316 -1.107 0.3649
H -1.320 0.007 1.408 0.2550
C -4.274 4.342 -0.143 -1.3562
C -3.341 3.132 -0.325 0.5073
O -2.597 2.996 0.816 -0.5235
H -3.694 5.244 0.055 0.3298
H -5.004 4.246 0.660 0.3075
H -4.795 4.466 -1.092 0.3785
H -2.708 3.214 -1.209 0.3214
H -3.944 2.243 -0.515 -0.2613
H -2.064 2.201 0.730 0.5116
C 5.622 0.721 4.469 -1.2595
C 5.172 -0.108 3.242 0.2947
O 6.292 -0.172 2.404 -0.5467
H 6.541 0.352 4.926 0.3258
H 4.860 0.622 5.242 0.3612
H 5.780 1.758 4.175 0.2612
H 4.249 0.192 2.744 -0.0914
H 4.946 -1.124 3.565 0.3956
H 6.228 -0.956 1.854 0.3191
```

## Properties
**Frontier orbital gap**: 9.79 eV
**SMILES string**: CCO.CCO.CCO.CCO.CCO.CCO.CCO.CCO.CCO.CCO
**E_LUMO**: 0.33 eV

Model Q:
Below is a molecular structure, C20H60O10, with properties calculated with ωB97M-V with the def2-TZVPD basis set.

The geometry in XYZ format:
```
90
Properties=species:S:1:pos:R:3:mulliken_charge:R:1
C -3.213 -3.153 -1.573 -1.0533
C -1.698 -3.250 -1.875 -0.6232
O -1.056 -2.486 -0.901 -0.7555
H -3.541 -3.345 -0.551 0.2590
H -3.742 -3.892 -2.175 0.4746
H -3.689 -2.242 -1.936 0.2755
H -1.496 -2.925 -2.896 0.3164
H -1.211 -4.208 -1.693 0.5753
H -1.612 -1.712 -0.785 -0.3162
C -2.063 0.941 3.358 -1.3451
C -0.947 1.416 2.570 -0.2240
O -0.333 0.259 2.013 -0.1264
H -1.922 -0.009 3.873 0.0927
H -2.959 0.869 2.742 0.3570
H -2.271 1.707 4.106 0.5980
H -0.321 1.869 3.339 0.8612
H -1.348 2.056 1.784 -0.0801
H 0.532 0.115 2.403 0.4058
C -2.033 0.667 -2.750 -1.3315
C -1.884 -0.751 -2.379 -0.5392
O -2.480 -0.959 -1.144 -0.9304
H -1.472 1.297 -2.059 0.1501
H -3.021 1.118 -2.665 0.3142
H -1.657 0.808 -3.764 0.4219
H -0.820 -0.987 -2.365 0.8897
H -2.332 -1.349 -3.173 0.4160
H -1.999 -0.400 -0.529 1.9113
C -1.623 -2.088 2.903 0.0877
C -1.241 -3.208 1.986 0.1081
O 0.126 -3.030 1.523 -0.7963
H -2.568 -2.337 3.385 0.5705
H -1.721 -1.197 2.283 -1.2726
H -0.937 -1.888 3.726 0.4910
H -1.909 -3.055 1.139 -0.5761
H -1.379 -4.196 2.426 0.4900
H 0.185 -2.177 1.086 0.3634
C -3.300 -0.742 0.663 0.0785
C -3.970 -1.458 1.796 -0.8997
O -5.305 -0.942 1.968 -0.6547
H -3.477 0.323 0.812 0.3766
H -3.604 -1.062 -0.334 0.7476
H -2.219 -0.876 0.706 -0.3222
H -3.419 -1.151 2.685 0.1218
H -3.894 -2.545 1.760 0.3383
H -5.400 -0.037 2.275 0.3261
C 0.614 0.680 -1.022 -0.6039
C -0.018 -0.507 -0.280 -1.7258
O -1.206 -0.171 0.362 0.8738
H 1.493 0.265 -1.516 0.8482
H 0.927 1.507 -0.384 -0.4364
H 0.117 0.997 -1.939 -0.2768
H 0.741 -0.798 0.446 1.5775
H -0.146 -1.338 -0.974 -1.7175
H -0.957 0.273 1.176 0.0988
C 3.695 -2.637 -2.179 -1.2177
C 2.498 -2.090 -2.893 -0.4248
O 1.766 -1.413 -1.864 -0.5084
H 3.489 -3.103 -1.215 0.2914
H 4.483 -1.891 -2.076 0.2543
H 4.160 -3.379 -2.828 0.4206
H 2.020 -2.945 -3.371 0.4386
H 2.828 -1.325 -3.596 0.2706
H 0.840 -1.640 -1.977 0.2768
C 3.420 1.893 0.104 0.4547
C 4.539 1.337 -0.785 -0.5614
O 5.675 1.200 -0.026 -0.5812
H 2.489 1.603 -0.383 -0.5928
H 3.386 2.982 0.129 0.4966
H 3.324 1.605 1.151 0.2597
H 4.671 2.091 -1.562 0.2991
H 4.106 0.386 -1.097 0.0965
H 6.015 0.306 -0.114 0.3684
C 2.008 2.860 -2.285 -0.2289
C 1.602 3.775 -1.172 0.9668
O 0.252 4.042 -1.471 -0.5942
H 1.238 2.102 -2.428 0.0370
H 2.993 2.512 -1.973 -0.3239
H 2.180 3.446 -3.188 0.5156
H 2.247 4.654 -1.196 0.3317
H 1.665 3.378 -0.159 -1.0266
H -0.237 3.903 -0.657 0.3454
C 1.715 3.343 1.241 0.1849
C 2.217 2.797 2.600 -1.2023
O 1.339 1.843 3.073 -0.3033
H 1.380 2.472 0.678 -0.1698
H 2.576 3.864 0.822 0.5782
H 0.810 3.943 1.336 0.5302
H 2.297 3.584 3.349 0.3510
H 3.243 2.430 2.577 0.5545
H 1.750 1.375 3.803 0.2025
```

## Properties
**Frontier orbital gap**: 8.16 eV
**E_LUMO**: -0.08 eV

Which structure is most stable? model P, by 500.9 kcal/mol over the runner-up.

Model P:
Below is 2 unconnected molecules or ions with the total composition C4H11NO2S, with properties calculated with ωB97M-V with the def2-TZVPD basis set.

The geometry in XYZ format:
```
19
Properties=species:S:1:pos:R:3:nbo_charge:R:1
C -0.318 -1.037 -1.285 -0.6395
C 0.523 0.061 -0.618 -0.0579
C 0.177 0.222 0.859 -0.5018
S 0.311 -1.272 1.906 -0.7762
N 0.504 1.327 -1.299 -0.7169
C 1.177 1.568 -2.608 0.1603
O 0.671 2.635 -3.258 -0.9811
H 0.110 -1.180 -2.282 0.1841
H -1.342 -0.685 -1.467 0.1811
H -0.192 -1.979 -0.748 0.2199
H 1.545 -0.330 -0.630 0.1636
H 0.845 0.994 1.257 0.1844
H -0.823 0.650 0.963 0.1593
H -0.256 1.983 -1.201 0.3636
H 2.258 1.700 -2.365 0.0443
H 1.090 0.619 -3.203 0.0384
H -2.171 -1.247 2.489 0.5071
H -2.097 -1.421 3.990 0.4644
O -2.682 -1.591 3.249 -0.9969
```

## Properties
**Frontier orbital gap**: 5.56 eV
**Charge**: -2
**E_LUMO**: 5.91 eV

Model Q:
Below is 2 unconnected molecules or ions with the total composition C4H11NO2S, with properties calculated with ωB97M-V with the def2-TZVPD basis set.

The geometry in XYZ format:
```
19
Properties=species:S:1:pos:R:3:nbo_charge:R:1
C -1.377 -0.948 -1.584 -0.4123
N -1.119 -0.279 -0.313 -0.6481
C 0.317 -0.020 -0.007 -0.1021
C 0.705 -0.525 1.375 -0.5133
S 0.012 0.428 2.801 -0.7982
C 1.422 -0.483 -1.069 -0.0057
O 1.770 -1.776 -1.072 -0.9742
H -2.463 -0.894 -1.757 0.1469
H -1.136 -2.012 -1.538 0.1699
H -0.754 -0.524 -2.354 0.1960
H -1.421 -0.895 0.427 0.3455
H 0.454 1.066 -0.021 0.1468
H 1.793 -0.490 1.406 0.1938
H 0.465 -1.595 1.423 0.1814
H 2.240 0.240 -0.771 0.0572
H 1.080 -0.084 -2.067 0.0486
H -1.056 2.291 1.606 0.5097
H -0.001 3.230 1.904 0.4699
O -0.929 3.269 1.611 -1.0119
```

## Properties
**Frontier orbital gap**: 5.55 eV
**Charge**: -2
**E_LUMO**: 6.25 eV

Which structure is most stable? model P, by 16.2 kcal/mol over the runner-up.

Model P:
Below is 2 unconnected molecules or ions with the total composition C3H8N2OS, with properties calculated with ωB97M-V with the def2-TZVPD basis set.

The geometry in XYZ format:
```
15
Properties=species:S:1:pos:R:3:nbo_charge:R:1
C -0.498 -1.330 1.845 -0.2834
C 0.291 -0.665 0.693 -0.0142
C -0.287 0.679 0.421 0.1026
H -2.575 -1.221 1.733 0.3425
H -1.438 -1.534 -0.157 0.3839
H -0.805 -0.743 2.737 0.2152
H -0.107 -2.450 2.270 0.2230
H 1.421 -0.406 0.989 0.1982
H 0.588 -0.802 -1.307 0.5044
H -0.983 0.691 1.364 0.1847
H 0.642 2.211 -2.802 0.1598
N -1.731 -1.900 1.157 -0.8530
N -0.288 1.642 -0.455 -0.5471
O 0.375 -1.464 -0.455 -0.7174
S 1.085 1.604 -1.491 0.1007
```

## Properties
**Frontier orbital gap**: 9.28 eV
**E_LUMO**: 0.24 eV

Model Q:
Below is a molecular structure, C3H8N2OS, with properties calculated with ωB97M-V with the def2-TZVPD basis set.

The geometry in XYZ format:
```
15
Properties=species:S:1:pos:R:3:nbo_charge:R:1
C -1.698 -0.199 1.316 -0.6381
C -0.302 -0.713 1.008 -0.2402
C 0.758 1.166 -0.290 0.1735
H -2.183 -0.892 2.100 0.2230
H -2.345 -0.441 0.411 0.2204
H -1.649 0.788 1.654 0.2013
H -0.644 -1.833 0.928 0.2185
H 0.314 -0.461 1.950 0.2043
H 0.474 -1.258 -2.486 0.1563
H 0.428 1.881 0.543 0.2053
H 3.294 0.660 -2.081 0.4826
N 0.497 -0.332 -0.268 -0.5593
N 1.517 1.699 -1.211 -0.1474
O 2.079 0.559 -1.908 -0.6197
S -0.541 -0.625 -1.667 0.1195
```

## Properties
**Frontier orbital gap**: 9.50 eV
**E_LUMO**: 0.40 eV

Model R:
Below is C3H8N2OS in the gas phase, with properties calculated with ωB97M-V with the def2-TZVPD basis set.

The geometry in XYZ format:
```
15
Properties=species:S:1:pos:R:3:nbo_charge:R:1
H -2.376 1.801 0.583 0.3238
N -1.413 1.614 0.866 -0.3279
N -0.823 0.693 0.323 -0.1808
C 0.408 0.329 0.876 0.0871
O 1.323 0.149 -0.093 -0.5457
C 1.237 0.935 -1.267 -0.2495
S 0.068 -1.284 1.635 0.2026
C -0.622 -2.118 0.166 -0.7108
H 0.825 1.025 1.703 0.1894
H 0.645 0.500 -2.054 0.1822
H 2.238 1.092 -1.568 0.1954
H 0.783 1.942 -0.917 0.1721
H -0.578 -1.391 -0.627 0.2372
H -1.660 -2.374 0.384 0.2181
H -0.056 -2.915 -0.012 0.2067
```

## Properties
**Frontier orbital gap**: 9.40 eV
**SMILES string**: [H]/N=N/[C@H](OC)SC
**E_LUMO**: 0.54 eV

Which structure is most stable? model R, by 54.2 kcal/mol over the runner-up.